Formula: C7H14N
Source: the Open Molecules 2025 dataset
Level of theory: wB97M-V/def2-TZVPD

Calculated values
LUMO level: -0.162 Eh
Frontier orbital gap: 8.7 eV
Charge: +1
Largest force on an atom: 4.6 eV/A
Molar mass: 112.20 Da
Energy relative to the best compared isomer or geometry (same formula, charge and spin): 1.478 eV
SMILES: C/C=C(/C)C/C=[NH+]\C
HOMO level: -13.06 eV

```
22
Properties=species:S:1:pos:R:3:forces:R:3:nbo_charge:R:1
C -1.67057 -1.44589 0.30210 -2.226 0.176 -0.460 -0.680
C -1.72686 0.06739 0.25472 1.483 0.086 -0.122 -0.088
C -0.68026 0.92203 0.34839 -1.740 -1.850 0.840 -0.042
C -0.88944 2.37839 0.17860 -1.541 -1.316 -1.564 -0.636
C 0.57995 0.38798 0.98648 1.820 3.965 1.414 -0.507
C 1.42422 0.65525 -0.20511 0.576 -0.967 -1.044 0.311
N 1.84025 -0.26869 -1.05739 -1.073 0.967 1.051 -0.466
C 1.75109 -1.71156 -0.78108 0.667 -2.427 0.665 -0.482
H -0.74097 -1.89612 0.61511 0.331 0.023 -0.526 0.209
H -2.09503 -1.77822 -0.69043 1.095 -0.004 0.714 0.252
H -2.41920 -1.91308 0.96714 0.128 0.642 0.096 0.254
H -2.64607 0.59399 0.05047 -0.529 -0.530 -0.241 0.221
H -1.15985 2.79915 1.08430 -0.061 1.179 2.006 0.236
H -1.81928 2.43236 -0.42338 0.784 0.538 -0.063 0.240
H -0.07527 2.87222 -0.28363 0.551 0.802 -0.446 0.207
H 0.51319 -0.58959 1.40386 0.177 -0.544 -0.065 0.262
H 0.82840 1.20291 1.86563 -0.319 -2.132 -2.055 0.273
H 1.58688 1.71153 -0.54654 -0.234 -1.172 0.479 0.243
H 2.01289 0.08200 -2.01155 0.339 -0.667 0.659 0.440
H 2.61481 -2.24927 -1.24508 -0.752 0.751 -0.198 0.256
H 1.97531 -2.00188 0.31902 -0.821 1.146 -1.628 0.246
H 0.79579 -2.25087 -1.13165 1.344 1.333 0.488 0.253
```
Positions in Å, forces in eV/Å.



Formula: C4H12NO2
Source: the Open Molecules 2025 dataset
Level of theory: wB97M-V/def2-TZVPD

Calculated values
LUMO level: -0.131 Eh
Frontier orbital gap: 10.0 eV
Charge: +1
Largest force on an atom: 3.1 eV/A
Molar mass: 106.14 Da
Energy relative to the best compared isomer or geometry (same formula, charge and spin): 1.824 eV
HOMO level: -13.61 eV

```
19
Properties=species:S:1:pos:R:3:forces:R:3:nbo_charge:R:1
C -0.19754 0.78096 2.01680 -0.865 0.806 0.937 -0.690
C -0.56979 0.33148 0.62674 0.806 -0.564 -0.683 -0.010
C 0.40511 0.76011 -0.47747 0.725 -0.949 0.551 -0.533
C 0.30910 2.21208 -0.79296 -0.834 1.688 0.323 0.414
O -0.06694 2.70172 -1.81925 0.160 -0.735 -0.473 -0.445
N -0.49652 -1.24007 0.59134 -1.623 2.306 1.390 -0.696
H -0.74884 0.29503 2.83259 -0.091 -0.254 -0.367 0.242
H 0.85095 0.74027 2.29829 0.288 -0.247 -0.475 0.242
H -0.49168 1.82882 2.15321 0.127 -0.083 -0.260 0.273
H -1.57328 0.59129 0.30633 -0.273 -0.037 0.331 0.236
H 1.42482 0.54123 -0.09351 -0.325 0.164 -0.341 0.233
H 0.21705 0.12871 -1.34442 0.077 0.315 -0.366 0.243
H 0.46528 2.93009 0.03766 0.434 -0.400 0.267 0.122
H -0.64431 -1.55506 -0.36868 0.964 -0.652 -0.023 0.474
H 0.32886 -1.40812 1.16404 0.417 -1.002 -0.922 0.450
H -1.29727 -1.52021 1.16269 0.078 -0.441 -0.134 0.439
H 0.33646 -3.39565 -2.78238 -0.203 -0.125 -0.108 0.485
H 1.34756 -2.28387 -2.80301 -0.003 0.152 -0.129 0.481
O 0.40097 -2.43882 -2.70800 0.141 0.060 0.480 -0.960
```
Positions in Å, forces in eV/Å.



Formula: C12H36LiO6S6
Source: the Open Molecules 2025 dataset
Level of theory: wB97M-V/def2-TZVPD

Calculated values
LUMO level: -0.076 Eh
Frontier orbital gap: 8.2 eV
Charge: +1
Largest force on an atom: 9.7 eV/A
Molar mass: 475.76 Da
Energy relative to the best compared isomer or geometry (same formula, charge and spin): 1.570 eV
HOMO level: -10.28 eV

```
61
Properties=species:S:1:pos:R:3:forces:R:3:nbo_charge:R:1
Li 0.72757 -0.06722 -0.12046 -0.149 0.048 0.315 0.864
C 0.55073 3.86769 1.82015 -3.385 1.992 -2.639 -0.905
S 1.58992 2.53465 2.14012 0.025 -1.688 2.166 1.309
O 1.11639 1.37953 1.31314 0.099 0.516 0.091 -1.023
C 3.03991 3.17661 1.42481 -2.422 -1.773 -4.371 -0.840
H 0.98119 4.88436 1.97394 0.079 -0.904 -0.273 0.262
H -0.46032 3.92818 2.33699 1.479 -0.742 -0.019 0.262
H 0.18636 3.69699 0.69866 1.066 0.659 1.987 0.241
H 3.82919 2.50697 1.50575 1.325 -1.234 0.046 0.247
H 3.30398 4.10978 1.59500 1.205 4.362 2.377 0.246
H 2.75977 3.40897 0.33683 0.460 -1.262 0.822 0.227
C -2.07606 -0.33006 -3.39907 -0.145 1.779 1.265 -0.790
S -2.52286 0.02249 -1.70252 1.438 0.631 2.458 1.226
O -1.26210 0.35172 -0.84093 -1.597 -0.431 -1.850 -1.020
C -3.30806 1.60851 -1.77506 -5.964 -4.388 2.991 -0.790
H -1.50224 0.40431 -3.93712 0.169 0.279 -0.048 0.230
H -3.01074 -0.54319 -3.82058 -1.262 -0.388 -1.076 0.241
H -1.57041 -1.20317 -3.17221 1.375 -1.955 -0.422 0.244
H -2.64543 2.25477 -1.84785 6.601 5.909 -0.306 0.209
H -3.94742 1.87355 -0.85403 1.110 -0.947 -1.214 0.248
H -3.90149 1.78900 -2.59743 -1.685 -0.326 -1.996 0.237
C 0.42849 3.00223 -2.53775 -0.108 -2.232 2.426 -0.817
S 1.92694 2.08553 -2.53221 0.166 -2.379 -0.183 1.287
O 1.78490 1.03710 -1.45272 0.276 0.810 -0.375 -1.031
C 1.61307 1.17488 -4.04571 -2.830 -0.359 3.979 -0.815
H 0.43311 3.58486 -3.37981 -0.311 1.641 -2.056 0.233
H 0.60580 3.57411 -1.61887 -1.077 0.107 -0.174 0.231
H -0.34543 2.18275 -2.51514 0.407 1.354 0.348 0.247
H 0.79332 0.49683 -4.19557 -1.266 0.164 1.071 0.230
H 2.32963 0.54141 -4.20824 4.871 -3.436 -0.367 0.238
H 1.62876 1.73903 -4.82677 0.023 4.175 -4.747 0.220
C -2.30846 -4.11378 0.42216 -1.657 2.252 0.193 -0.837
S -0.54943 -3.82754 0.35407 0.616 -4.603 -0.918 1.268
O 0.02029 -5.27847 0.21063 -0.493 2.611 0.521 -0.983
C -0.61469 -3.22041 -1.30487 3.201 2.489 -1.075 -0.862
H -2.72581 -3.08658 0.08592 0.300 -1.147 1.363 0.212
H -2.52622 -4.39069 1.48350 -0.307 0.278 -1.077 0.234
H -2.82616 -4.73348 -0.33258 1.113 -0.516 0.456 0.249
H 0.43723 -3.51552 -1.79520 -2.406 0.830 1.105 0.274
H -0.68688 -2.06004 -1.19149 0.264 -1.958 -0.378 0.225
H -1.42228 -3.57286 -1.90856 -0.520 -0.565 -0.195 0.221
C 2.48964 -2.10846 2.52031 1.701 -5.162 -0.064 -0.837
S 3.02739 -2.23844 0.82139 -0.700 -0.133 0.789 1.318
O 1.88863 -1.68904 0.00898 0.403 0.066 -0.165 -1.044
C 4.19954 -0.92094 0.97563 -6.575 2.387 -1.295 -0.811
H 1.74698 -2.80213 2.85334 -0.834 -0.828 -0.835 0.249
H 2.17325 -1.25959 2.84489 -2.205 6.066 0.851 0.225
H 3.21739 -2.31976 3.28640 1.382 -0.394 -0.331 0.240
H 4.98405 -1.02437 1.51419 4.854 -1.163 4.275 0.225
H 3.60587 0.02080 1.17319 0.456 -1.042 0.536 0.228
H 4.53091 -0.68199 0.06388 1.318 0.335 -4.015 0.234
C -2.38961 -1.90741 3.28469 3.441 -3.474 -6.100 -0.809
S -1.18517 -0.71874 2.78524 3.820 0.041 -0.880 1.221
O -0.56948 -1.15120 1.43350 -1.629 0.718 1.845 -1.001
C -2.20979 0.75818 2.61494 -0.398 -0.551 -1.318 -0.820
H -3.05651 -1.92901 2.47161 -1.181 -0.594 -0.940 0.225
H -2.81817 -1.63776 4.05379 -4.607 3.896 7.600 0.218
H -2.15683 -2.93339 3.67645 1.095 0.744 -1.335 0.269
H -2.28961 1.25478 3.52360 -0.159 0.287 2.248 0.237
H -3.17936 0.42599 2.31911 -0.898 0.045 -0.431 0.221
H -1.88319 1.58867 1.98596 0.628 -0.899 -0.655 0.261
```
Positions in Å, forces in eV/Å.



Formula: C7H12O
Source: the Open Molecules 2025 dataset
Level of theory: wB97M-V/def2-TZVPD

Calculated values
LUMO level: 0.035 Eh
Frontier orbital gap: 8.8 eV
Largest force on an atom: 5.6 eV/A
Molar mass: 112.17 Da
Energy relative to the best compared isomer or geometry (same formula, charge and spin): 4.174 eV
HOMO level: -7.89 eV

```
20
Properties=species:S:1:pos:R:3:forces:R:3:nbo_charge:R:1
C 1.85829 -0.40088 -0.72916 -3.645 0.595 0.854 -0.201
C 0.61207 -0.95736 -0.72113 0.618 -0.341 -1.405 -0.014
C 1.57711 0.96903 -0.26316 -2.559 -1.938 2.459 -0.475
C -0.20149 0.05121 -0.00194 5.206 2.176 0.259 0.339
C 0.01940 -2.21764 -1.31620 2.855 0.527 -0.823 -0.659
C -0.31600 -0.28805 1.42186 -2.057 0.855 2.854 -0.679
C -1.56416 1.87311 0.39115 -0.467 0.671 -1.828 -0.269
O -1.25150 0.73636 -0.48228 -1.279 0.881 -0.317 -0.532
H 2.77684 -0.83904 -0.82196 2.242 -1.178 -0.583 0.193
H 1.90203 1.46431 0.63087 1.088 -0.475 0.768 0.185
H 1.25134 1.74704 -0.83473 -0.734 1.542 -2.588 0.195
H 0.49275 -2.33926 -2.33595 -0.924 -0.315 1.076 0.228
H -1.00165 -2.10248 -1.33000 -2.513 0.485 -0.798 0.218
H 0.10953 -3.10622 -0.71687 0.775 -0.476 0.327 0.221
H -1.38991 -0.66966 1.32954 1.112 -0.332 1.208 0.213
H -0.38604 0.60338 2.18856 0.170 -1.537 -1.643 0.211
H 0.39284 -0.99521 1.89095 -0.484 0.167 -0.820 0.241
H -2.15053 2.67117 -0.25164 1.141 -1.828 1.330 0.206
H -0.58172 2.28223 0.69953 -0.668 0.086 0.018 0.190
H -2.14920 1.51796 1.25256 0.124 0.434 -0.346 0.187
```
Positions in Å, forces in eV/Å.



Copy entry 2 word for word.
Formula: C4H12NO2
Source: the Open Molecules 2025 dataset
Level of theory: wB97M-V/def2-TZVPD

Calculated values
LUMO level: -0.131 Eh
Frontier orbital gap: 10.0 eV
Charge: +1
Largest force on an atom: 3.1 eV/A
Molar mass: 106.14 Da
Energy relative to the best compared isomer or geometry (same formula, charge and spin): 1.824 eV
HOMO level: -13.61 eV

```
19
Properties=species:S:1:pos:R:3:forces:R:3:nbo_charge:R:1
C -0.19754 0.78096 2.01680 -0.865 0.806 0.937 -0.690
C -0.56979 0.33148 0.62674 0.806 -0.564 -0.683 -0.010
C 0.40511 0.76011 -0.47747 0.725 -0.949 0.551 -0.533
C 0.30910 2.21208 -0.79296 -0.834 1.688 0.323 0.414
O -0.06694 2.70172 -1.81925 0.160 -0.735 -0.473 -0.445
N -0.49652 -1.24007 0.59134 -1.623 2.306 1.390 -0.696
H -0.74884 0.29503 2.83259 -0.091 -0.254 -0.367 0.242
H 0.85095 0.74027 2.29829 0.288 -0.247 -0.475 0.242
H -0.49168 1.82882 2.15321 0.127 -0.083 -0.260 0.273
H -1.57328 0.59129 0.30633 -0.273 -0.037 0.331 0.236
H 1.42482 0.54123 -0.09351 -0.325 0.164 -0.341 0.233
H 0.21705 0.12871 -1.34442 0.077 0.315 -0.366 0.243
H 0.46528 2.93009 0.03766 0.434 -0.400 0.267 0.122
H -0.64431 -1.55506 -0.36868 0.964 -0.652 -0.023 0.474
H 0.32886 -1.40812 1.16404 0.417 -1.002 -0.922 0.450
H -1.29727 -1.52021 1.16269 0.078 -0.441 -0.134 0.439
H 0.33646 -3.39565 -2.78238 -0.203 -0.125 -0.108 0.485
H 1.34756 -2.28387 -2.80301 -0.003 0.152 -0.129 0.481
O 0.40097 -2.43882 -2.70800 0.141 0.060 0.480 -0.960
```
Positions in Å, forces in eV/Å.



The highest frontier orbital gap belongs to which entry? C4H12NO2